{"formula": "C22H48F7O8P", "method": "ωB97M-V with the def2-TZVPD basis set", "smiles": "CCP(C)OC(=O)OC(F)(F)C(F)(F)C(F)(F)F.CC(C)O.CC(C)O.CC(C)O.CC(C)O.CC(C)O", "multiplicity": 1, "total_charge": 0, "homo_ev": -8.760, "gap_ev": 9.4, "relative_energy_kcal_mol": 6.9, "species": ["C", "C", "P", "C", "O", "C", "O", "O", "C", "F", "F", "C", "F", "F", "C", "F", "F", "F", "H", "H", "H", "H", "H", "H", "H", "H", "C", "C", "C", "O", "H", "H", "H", "H", "H", "H", "H", "H", "C", "C", "C", "O", "H", "H", "H", "H", "H", "H", "H", "H", "C", "C", "C", "O", "H", "H", "H", "H", "H", "H", "H", "H", "C", "C", "C", "O", "H", "H", "H", "H", "H", "H", "H", "H", "C", "C", "C", "O", "H", "H", "H", "H", "H", "H", "H", "H"], "coordinates": [[0.636, 1.515, 1.254], [-0.876, 1.813, 1.303], [-1.907, 0.457, 1.973], [-3.561, 0.874, 1.291], [-1.459, -1.017, 1.212], [-1.140, -0.959, -0.084], [-1.832, -0.523, -0.947], [0.087, -1.520, -0.255], [0.560, -1.614, -1.541], [1.630, -2.427, -1.461], [-0.320, -2.186, -2.365], [1.107, -0.290, -2.135], [2.167, 0.056, -1.385], [0.223, 0.705, -2.083], [1.602, -0.404, -3.600], [0.637, -0.821, -4.414], [1.982, 0.828, -3.980], [2.660, -1.214, -3.688], [0.885, 0.464, 1.308], [1.041, 1.987, 0.370], [1.127, 1.978, 2.099], [-1.259, 2.203, 0.363], [-1.033, 2.603, 2.031], [-4.208, 0.011, 1.272], [-3.434, 1.262, 0.283], [-3.966, 1.683, 1.885], [-1.065, -5.250, -5.853], [-2.326, -4.407, -5.731], [-2.039, -3.060, -5.086], [-3.314, -5.114, -4.981], [-0.645, -5.453, -4.864], [-1.289, -6.212, -6.317], [-0.306, -4.744, -6.452], [-2.756, -4.252, -6.721], [-1.650, -3.196, -4.074], [-2.948, -2.468, -5.002], [-1.305, -2.494, -5.664], [-2.959, -5.263, -4.099], [5.798, -3.869, 1.489], [5.254, -2.450, 1.421], [3.849, -2.419, 0.838], [6.126, -1.623, 0.651], [5.860, -4.302, 0.487], [6.805, -3.872, 1.909], [5.163, -4.509, 2.103], [5.242, -2.018, 2.422], [3.850, -2.807, -0.183], [3.475, -1.395, 0.795], [3.158, -3.018, 1.433], [6.156, -1.981, -0.241], [-2.437, 1.016, -5.119], [-3.926, 0.756, -4.933], [-4.528, 1.696, -3.899], [-4.140, -0.601, -4.549], [-1.902, 0.847, -4.180], [-2.019, 0.334, -5.860], [-2.251, 2.040, -5.443], [-4.441, 0.882, -5.885], [-4.051, 1.548, -2.927], [-5.592, 1.496, -3.775], [-4.401, 2.740, -4.191], [-3.692, -0.740, -3.707], [3.950, 0.208, 4.239], [2.938, 0.873, 5.161], [3.144, 0.455, 6.609], [1.611, 0.560, 4.739], [3.840, -0.880, 4.277], [3.789, 0.517, 3.206], [4.973, 0.461, 4.523], [3.028, 1.957, 5.079], [3.012, -0.626, 6.716], [2.411, 0.938, 7.255], [4.144, 0.715, 6.959], [1.497, -0.394, 4.797], [-0.906, 5.616, 3.890], [-2.299, 5.039, 4.097], [-3.055, 5.784, 5.186], [-2.215, 3.650, 4.415], [-0.316, 5.524, 4.806], [-0.377, 5.071, 3.107], [-0.949, 6.670, 3.613], [-2.858, 5.097, 3.162], [-2.531, 5.699, 6.141], [-4.050, 5.359, 5.320], [-3.159, 6.843, 4.944], [-1.724, 3.563, 5.238]]}